## A
Density functional theory data (ωB97M-V/def2-TZVPD) for one molecule with the formula C5H6NP.

Summary:
Net charge   0
Structure (SMILES)   Cc1ncccp1

Structure (XYZ):
```
13
Properties=species:S:1:pos:R:3:lowdin_charge:R:1
C 0.199 1.954 -0.624 -0.17
C 0.282 1.854 0.750 -0.39
C 0.026 0.845 -1.439 -0.17
C -0.039 -0.679 0.261 -0.53
C -0.268 -2.427 0.628 -0.05
N -0.089 -0.399 -1.003 0.01
P 0.174 0.362 1.640 0.97
H 0.269 2.928 -1.088 0.10
H 0.406 2.762 1.333 0.04
H -0.027 0.955 -2.515 0.10
H 0.029 -2.567 1.656 0.02
H 0.354 -2.962 -0.070 0.04
H -1.317 -2.628 0.471 0.04
```



## B
Density functional theory data (ωB97M-V/def2-TZVPD) for one molecule with the formula C5H6NP.

Summary:
Net charge   0
Structure (SMILES)   [H]/N=C1\CC=C\C1=P\[H]

Structure (XYZ):
```
13
Properties=species:S:1:pos:R:3:lowdin_charge:R:1
C -1.285 0.054 -0.861 -0.17
C -1.448 -0.921 0.135 -0.05
C -0.029 0.578 -0.926 -0.32
C 0.755 -0.039 0.211 -0.45
C -0.228 -0.844 1.022 -0.15
N 1.940 0.210 0.454 0.13
P 0.928 2.092 -2.132 0.78
H -2.069 0.374 -1.546 0.10
H -2.391 -1.431 0.184 0.09
H -0.427 -0.177 1.898 0.13
H -0.173 -1.777 1.673 0.13
H 2.451 0.142 1.324 0.07
H 1.977 1.738 -1.434 -0.30
```



A takes first place; second place is 78.2 kcal/mol up.